Molecular formula: C36H72O14
Method: DFT, ωB97M-V/def2-TZVPD

Its energy above the lowest of the compared OMol25 structures with the same formula, charge and spin is 411.8 kcal per mole. Its SMILES is CCOC(C)=O.CCOC(C)=O.CCOC(C)=O.CC(C)=O.CC(C)=O.CC(C)=O.CC(C)=O.CC(C)=O.CC(C)=O.CC(C)=O.CC(C)=O. The value obtained for the orbital gap is 9.246 eV. The value obtained for the LUMO energy is 0.1 eV. The spin multiplicity is 1.

Last column: Mulliken charge in e.
Cartesian coordinates (Å):
C  51.952000  11.576000  40.778000  -0.7503
C  52.108000  9.999000  40.839000  -0.6187
O  51.893000  9.642000  42.242000  -0.2384
C  50.692000  9.212000  42.471000  0.7367
C  50.769000  8.807000  43.963000  -0.6081
O  49.639000  9.131000  41.822000  -0.6291
H  52.666000  12.255000  41.304000  0.0017
H  50.889000  11.707000  40.959000  0.2826
H  52.127000  12.024000  39.802000  0.4709
H  51.335000  9.650000  40.222000  0.4226
H  53.006000  9.520000  40.744000  0.4085
H  51.305000  7.911000  44.001000  0.3370
H  49.715000  8.786000  44.296000  0.3532
H  51.141000  9.636000  44.439000  -0.1016
C  53.730000  11.792000  44.237000  -1.5296
C  53.879000  12.078000  45.705000  1.0826
O  52.729000  13.059000  46.019000  -0.2032
C  52.797000  13.658000  47.270000  0.7016
C  51.598000  14.534000  47.509000  0.0057
O  53.695000  13.422000  48.116000  -0.4608
H  53.999000  12.554000  43.539000  -0.1927
H  52.795000  11.366000  44.102000  0.5467
H  54.548000  11.210000  43.850000  0.5107
H  53.561000  11.331000  46.319000  0.0591
H  54.825000  12.484000  46.115000  -0.3690
H  51.203000  14.472000  48.674000  0.1880
H  50.715000  14.042000  47.053000  0.2609
H  51.719000  15.660000  47.419000  -0.7780
C  54.851000  7.958000  45.693000  -1.3548
C  54.482000  8.170000  47.155000  0.5768
O  53.256000  8.866000  47.172000  -0.1431
C  52.601000  9.070000  48.189000  0.6637
C  51.451000  10.085000  47.935000  -0.3237
O  52.794000  8.725000  49.225000  -0.4705
H  54.213000  7.427000  45.134000  0.5067
H  55.832000  7.511000  45.511000  0.4583
H  54.990000  8.926000  45.117000  0.0630
H  54.270000  7.058000  47.531000  0.2597
H  55.199000  8.640000  47.846000  -0.3024
H  50.856000  10.186000  48.841000  0.4014
H  50.815000  9.694000  47.029000  0.1204
H  51.631000  10.976000  47.554000  -0.3886
C  47.715000  15.551000  46.451000  -1.0750
C  48.339000  16.890000  46.584000  0.8687
C  47.198000  18.056000  46.486000  -1.1895
O  49.558000  17.176000  46.763000  -0.4157
H  48.443000  14.754000  46.184000  0.0925
H  47.127000  15.612000  45.565000  0.4074
H  47.252000  15.238000  47.391000  0.3589
H  46.215000  18.141000  47.030000  0.3731
H  46.798000  18.106000  45.434000  0.3250
H  47.939000  18.943000  46.557000  0.2594
C  56.391000  9.367000  51.501000  -1.2516
C  56.534000  9.923000  49.989000  0.4370
C  55.906000  11.189000  49.617000  0.0490
O  57.156000  9.199000  49.116000  -0.6209
H  57.400000  9.090000  51.766000  0.4053
H  55.908000  8.434000  51.446000  0.3552
H  56.090000  10.089000  52.274000  0.3153
H  54.826000  10.767000  49.908000  -0.0001
H  56.041000  11.503000  48.560000  -0.3041
H  56.411000  12.029000  50.062000  0.6288
C  54.531000  17.061000  44.388000  -1.3411
C  54.902000  15.743000  43.849000  0.8867
C  54.857000  15.404000  42.286000  -0.9463
O  55.520000  14.791000  44.607000  -0.4594
H  54.022000  17.506000  43.675000  0.5798
H  55.387000  17.509000  44.662000  0.5058
H  54.050000  16.863000  45.197000  0.0317
H  55.939000  15.725000  41.880000  0.2961
H  54.378000  16.399000  41.917000  0.3170
H  54.478000  14.472000  41.825000  0.1766
C  53.016000  17.826000  48.221000  -0.6686
C  52.009000  18.196000  49.107000  0.8261
C  51.462000  19.636000  48.936000  -0.8607
O  51.692000  17.450000  50.268000  -0.5522
H  53.078000  16.705000  48.469000  0.2255
H  53.914000  18.574000  48.124000  0.4294
H  52.648000  17.644000  47.247000  -0.0395
H  52.273000  20.302000  48.470000  0.3050
H  51.026000  20.094000  49.912000  0.3042
H  50.571000  19.561000  48.345000  0.1065
C  50.642000  15.176000  43.967000  0.2024
C  50.774000  16.196000  42.797000  0.6314
C  50.131000  17.451000  42.953000  -0.7888
O  51.483000  15.806000  41.757000  -0.6272
H  49.588000  14.880000  44.417000  0.1066
H  51.030000  15.512000  44.998000  -0.3482
H  51.270000  14.240000  43.575000  0.0494
H  50.221000  18.184000  42.028000  0.2873
H  50.718000  17.870000  43.865000  0.1341
H  49.146000  17.208000  43.313000  0.3146
C  57.665000  10.554000  45.350000  0.1817
C  59.109000  10.636000  45.766000  0.4837
C  60.180000  9.641000  45.088000  -1.3199
O  59.548000  11.525000  46.576000  -0.5639
H  57.189000  9.408000  45.685000  0.0689
H  57.591000  10.426000  44.294000  0.5398
H  57.237000  11.400000  45.783000  -0.5260
H  60.948000  10.230000  44.965000  0.4899
H  60.002000  9.503000  44.008000  0.3460
H  60.276000  8.751000  45.681000  0.2885
C  56.894000  14.187000  47.727000  0.1799
C  57.810000  15.349000  47.971000  0.2786
C  59.396000  15.072000  47.941000  -0.8406
O  57.348000  16.632000  48.148000  -0.6259
H  55.850000  14.440000  47.692000  -0.0905
H  56.825000  13.740000  48.816000  -0.1428
H  57.111000  13.694000  46.778000  0.3654
H  60.093000  15.759000  47.444000  0.3325
H  59.517000  14.084000  47.590000  0.1838
H  59.663000  14.977000  49.049000  0.2625
C  52.910000  13.341000  51.772000  -0.0366
C  51.663000  13.445000  52.711000  0.6203
C  50.999000  14.863000  52.919000  -0.9088
O  51.208000  12.387000  53.433000  -0.5977
H  53.309000  12.285000  51.972000  0.2768
H  53.759000  13.759000  52.168000  0.5890
H  52.746000  13.560000  50.944000  -0.6971
H  50.334000  14.714000  53.697000  0.3890
H  50.590000  15.198000  51.902000  0.1737
H  51.810000  15.819000  53.039000  0.2413

Forces on the atoms, in the same order (eV/Å):
C 1.1 -0.5 -0.7
C -0.6 3.7 1.9
O -0.1 0.5 -2.8
C -3.4 -1.4 3.0
C -3.9 0.3 -2.2
O 3.1 0.6 0.2
H -0.8 -1.1 0.8
H 0.1 0.6 0.6
H -0.3 -0.7 -0.7
H -0.9 -1.0 -0.7
H 2.6 -0.5 -1.4
H 0.8 -1.3 0.7
H 0.5 -0.8 0.0
H 1.7 1.5 1.4
C 2.3 0.4 0.7
C -0.4 3.5 -0.5
O 1.5 0.8 1.6
C 2.1 -1.4 0.9
C -2.0 0.2 3.5
O -2.5 0.7 -2.7
H -0.9 1.8 0.1
H -1.6 -0.8 -0.9
H 0.2 -1.7 0.5
H -0.3 -2.8 1.3
H -0.6 0.0 -0.7
H 1.7 0.0 -2.6
H 0.6 1.0 -0.6
H -0.2 -1.7 -0.7
C 3.5 3.9 0.6
C -0.2 -3.8 0.5
O 2.8 -0.5 -6.4
C -5.8 6.7 -4.4
C -2.6 -5.3 -0.6
O 2.5 -4.4 10.7
H -2.9 -2.1 -1.5
H 0.0 -0.3 0.7
H -0.5 -0.6 0.9
H 0.5 2.3 -0.2
H 0.0 -0.1 -0.6
H -0.1 -0.2 -0.2
H 0.7 0.2 1.9
H 1.9 4.4 -1.4
C 2.3 -1.4 -0.2
C 1.2 2.2 1.3
C 2.5 1.3 -1.4
O -4.4 -1.0 -0.9
H -0.1 0.5 0.5
H -1.4 -0.1 -0.2
H -0.5 0.3 -0.4
H 1.6 -0.6 0.4
H 0.8 -0.4 0.6
H -1.9 -0.8 0.3
C 1.7 1.9 -1.9
C 3.4 -3.9 -1.8
C -1.7 -1.1 -0.7
O -2.5 2.5 3.6
H 0.6 0.0 0.0
H -1.3 -0.9 0.2
H -0.6 -0.3 -0.6
H 1.5 2.4 -0.5
H -0.5 -1.1 0.3
H -0.8 0.4 1.5
C 2.4 -3.3 -2.7
C 4.8 -8.1 1.4
C 1.4 4.9 0.2
O -3.8 5.4 -3.6
H -2.6 2.8 -3.0
H 3.1 2.0 0.8
H -3.5 -0.9 5.2
H -1.9 -1.5 1.1
H -0.2 -2.2 -0.2
H 0.2 0.7 0.8
C 2.8 -3.0 -1.0
C -3.8 -0.1 9.2
C 0.4 0.2 1.9
O 1.6 4.2 -7.4
H 1.8 1.5 0.1
H -1.5 -1.9 0.6
H -0.8 0.8 -1.6
H -1.4 -0.9 0.6
H 1.3 -0.9 -1.4
H -0.3 0.1 -1.0
C 0.5 -1.8 1.0
C 3.7 -5.0 -3.9
C 1.2 3.5 -0.1
O -3.3 2.1 4.8
H 1.7 0.5 -1.9
H 0.2 0.0 -1.8
H -1.6 1.9 1.3
H -0.4 -1.7 2.0
H -1.2 -0.1 -1.3
H -0.7 0.6 0.0
C 0.6 -4.5 1.3
C 2.8 1.6 1.6
C -5.3 -0.2 0.0
O -2.0 -3.4 -3.1
H 1.3 3.5 -0.3
H 0.0 0.5 -0.9
H -1.6 1.0 0.5
H 4.9 2.7 0.6
H -1.0 -0.8 0.5
H 0.3 -0.3 0.0
C -0.5 0.7 2.6
C -0.5 7.6 -0.4
C -2.0 0.3 2.4
O 2.6 -7.6 -0.8
H -0.4 1.0 -0.4
H 0.9 -0.5 -2.4
H 0.5 -0.8 0.8
H -0.8 0.1 0.2
H 0.3 -1.1 -0.7
H -0.1 0.4 -1.3
C 0.5 -7.1 14.4
C -1.2 -3.3 3.7
C 3.8 1.0 -3.3
O 2.6 6.2 -4.4
H -1.2 0.8 -1.2
H 1.6 2.4 1.1
H -2.5 3.4 -13.5
H -1.5 0.4 1.4
H -0.1 -0.7 1.5
H -2.0 -3.0 0.2